Entry 1:
Here is C7H9NO2 in the gas phase from the OMol25 dataset. Energies are from the ωB97M-V functional and the def2-TZVPD basis.

Summary:
LUMO energy (alpha / beta)	0.0197 / -0.0129	hartree
2S+1	3
Kohn-Sham gap (alpha / beta)	7.376 / 8.542	eV
relative energy (zero: lowest compared OMol25 entry of this formula, charge and spin)	430.13	kJ/mol

Each line ends with the Löwdin spin population.
CARTESIAN COORDINATES (ANGSTROEM)
C (-0.58473, -1.56469, 0.45178)  0.23
H (0.44066, -1.61611, 0.83593)  0.01
C (-1.50083, -2.75884, 0.54133)  0.03
H (1.68767, -0.23055, -1.23131)  0.01
O (-1.86120, 1.68534, -0.07438)  0.21
H (3.41742, 1.40451, -1.20635)  0.00
N (-0.50880, 1.92158, 0.32292)  0.34
C (1.46503, 0.78395, -0.71190)  0.19
H (-2.50955, -2.57247, 0.73342)  0.00
C (0.28143, 0.79835, 0.01531)  -0.04
O (-0.21613, 2.91614, 1.04453)  0.44
C (-0.71463, -0.30454, -0.05999)  0.02
H (-1.29364, -3.50905, 1.35636)  0.00
H (2.59236, 2.79469, -0.59034)  0.00
C (-1.93555, 0.43392, -0.45119)  0.48
H (2.77840, 1.52214, 0.63105)  0.01
C (2.67413, 1.71439, -0.49020)  0.03
H (-1.31225, -3.37004, -0.36139)  0.01
H (-2.89978, -0.04873, -0.75559)  0.03

Atomic forces in eV per Å
C 1.331 0.846 0.155
H -0.291 -0.858 -0.012
C 2.136 -1.292 0.064
H -0.348 1.810 1.213
O -0.535 2.751 0.554
H 0.797 -0.263 0.543
N 2.090 1.469 1.432
C -0.338 -0.796 1.095
H -1.785 0.754 -0.446
C 0.336 -0.974 -2.475
O -1.041 -1.395 -1.361
C -2.634 0.503 -0.287
H 0.584 1.111 -0.454
H -0.741 0.017 -0.129
C 0.605 -4.598 -0.087
H 1.182 0.295 -1.598
C -1.600 -0.778 1.123
H -0.675 0.277 0.132
H 0.926 1.120 0.537

---

Entry 2:
Here is 13 unconnected molecules or ions with the total composition C34H101N19O13 from the OMol25 dataset. Energies are from the ωB97M-V functional and the def2-TZVPD basis.

Summary:
LUMO energy	0.0017	hartree
Kohn-Sham gap	8.772	eV
relative energy (zero: lowest compared OMol25 entry of this formula, charge and spin)	286.40	kJ/mol

Each line ends with the Mulliken charge.
CARTESIAN COORDINATES (ANGSTROEM)
H (-0.95523, 4.82422, -3.73424)  0.18
H (-2.39712, -8.10415, 0.70419)  0.33
C (2.47013, -4.60539, -7.87999)  -1.45
H (-1.56963, -5.25272, 0.76870)  0.30
C (1.21982, 1.53852, -5.86687)  0.64
H (-0.25125, 0.87516, 3.50862)  -0.09
H (4.60233, -2.52531, 1.96126)  0.38
H (-1.35190, 1.54584, -0.36732)  -0.33
H (-2.25911, -4.91461, 4.00286)  0.47
H (0.08899, 7.06415, -1.80283)  0.39
H (2.97586, 1.00587, 1.56665)  -0.39
H (2.84752, -3.60678, -8.11685)  0.32
H (-3.82103, -5.98247, 1.04701)  0.38
H (-3.31979, 1.76025, 4.43203)  0.43
N (4.60593, -1.83194, 4.41476)  -0.79
O (-0.93036, 3.93090, 0.42269)  0.35
C (-2.13179, -5.31915, -0.16764)  -0.57
O (-1.28070, -1.01139, -3.97905)  -0.36
H (-2.43309, 0.43140, 1.67155)  -0.22
N (-0.77928, 5.49667, 2.09955)  -0.29
H (0.49044, -2.98705, -6.81777)  0.28
H (-0.83876, 3.87476, 4.35541)  0.03
C (-1.58623, 3.89742, 5.15034)  -0.67
C (0.27664, -5.53086, 6.00734)  0.43
H (2.73568, -0.13869, 4.88412)  0.36
C (-0.31516, 4.83672, 0.99327)  0.05
H (1.94847, -5.47823, -6.00055)  0.38
H (0.91068, 3.56396, -3.20471)  -0.01
N (-3.23464, 5.15330, 3.82885)  -0.69
H (-4.19391, 5.28002, 3.51168)  0.23
H (-1.26594, -5.03355, 7.43211)  0.30
H (0.33478, -1.27450, -2.16902)  -0.01
H (-1.92438, -5.94035, 6.01736)  0.38
H (-2.02984, 3.73041, 7.66283)  0.34
N (0.47321, -3.98276, -6.62551)  -0.68
N (-3.72303, 3.81900, 0.56935)  -0.22
H (3.78414, 2.42776, -2.25065)  0.19
H (-0.70526, -4.09658, 3.78927)  0.24
H (-0.40910, 8.47038, -5.93888)  0.25
N (3.69146, 1.70481, 1.57833)  0.18
H (-1.96526, -2.24234, -1.39122)  -0.19
O (-1.63181, -3.99541, 5.74706)  -0.41
C (0.46962, 0.73698, -1.19687)  0.89
H (-1.65580, 5.14479, 2.49288)  0.11
C (0.85896, -6.71428, 6.76478)  -1.46
N (-2.74045, -2.54976, -4.86567)  -0.41
H (3.16804, -5.43070, -7.98646)  0.35
O (1.55155, -0.06920, 3.31213)  0.35
H (4.24626, -2.65837, 4.87560)  0.28
O (-0.86026, -0.17181, 0.61338)  0.21
H (-1.42142, 2.03968, 7.85880)  0.25
N (1.09545, -4.33245, 6.30071)  -0.56
O (4.80233, -0.45356, -1.30580)  -0.62
C (-3.01361, 3.87881, 4.58554)  0.52
N (-4.60064, 2.29248, -0.92395)  -0.27
H (-5.41811, 1.85594, -1.30821)  0.22
C (-0.53706, 6.47813, -2.48349)  -1.77
C (1.85081, -4.49819, -6.47684)  0.29
C (-4.77509, 3.06055, 0.19261)  0.50
H (-4.36087, 2.70222, 3.37643)  0.55
C (-1.64807, -4.07036, 4.34504)  -0.80
C (-3.34590, 2.62595, 3.77642)  -1.17
H (0.22679, -7.58977, 6.90634)  0.37
H (6.88900, 0.88502, -1.66470)  0.26
N (0.69271, 4.37896, -2.64211)  -0.42
H (-0.43993, 6.40107, 2.35282)  0.17
H (2.47569, 3.68312, 3.79176)  0.19
H (-2.52437, -7.79656, -1.10680)  0.32
C (2.67980, -3.58216, -5.57382)  -0.56
O (-2.61955, -4.02897, -0.53643)  -0.37
C (0.81466, 5.75800, -4.63320)  -0.59
H (1.63686, -4.78650, -8.55782)  0.43
H (2.44632, -2.59486, -5.99051)  0.22
H (0.35667, -5.77832, 4.94638)  0.24
H (0.44697, -3.57108, 6.09479)  0.20
H (-0.12560, -0.69922, 4.30719)  0.10
H (-1.29648, 4.75878, 5.76204)  0.45
H (-3.56555, -2.64448, -5.42480)  0.18
H (-1.20480, -3.64568, -2.06936)  0.38
O (-5.78418, 2.94212, 0.89904)  -0.72
H (-1.51406, -5.72698, -0.97178)  0.28
H (1.81794, -0.38360, -2.35304)  -0.76
H (6.02948, 2.32101, -2.18557)  0.14
H (1.10376, 5.22272, -0.47519)  0.12
H (1.05615, -6.32946, 7.77237)  0.35
H (-2.94866, -0.71594, 0.45815)  0.35
C (3.58057, -2.25355, 2.21594)  -1.27
H (0.56442, 0.77018, 5.02789)  0.47
H (0.35163, 8.23499, -4.29449)  0.28
H (-1.62299, 0.11845, -1.35223)  0.32
H (1.79387, 0.24877, -4.55973)  -0.09
C (-3.32079, -6.24904, 0.11188)  0.27
C (-0.05382, 5.36597, -3.42460)  1.05
C (-0.94138, 0.55790, -0.61483)  -0.06
H (-4.32750, -0.97583, -4.46515)  0.15
C (-2.43012, -1.35240, -4.25963)  0.55
H (4.70519, -1.11183, 5.11994)  0.28
H (2.13172, 2.08189, 3.36876)  0.03
H (-1.98428, -3.20125, -4.96680)  0.17
H (-2.71267, 2.58567, 2.88917)  -0.15
H (-0.03609, 1.25125, -7.51593)  0.19
N (-3.50778, -0.55263, -4.07010)  -0.41
H (-2.96563, 2.26281, 7.24687)  0.31
H (2.77274, -1.64030, -3.86302)  0.05
H (0.62475, 2.81701, -7.18516)  0.27
O (-1.45052, 2.70551, 5.91198)  -0.21
C (-1.97608, 2.73381, 7.22607)  -0.84
C (0.33359, 7.93962, -5.34299)  -0.67
H (4.09352, -0.33088, 2.96765)  0.13
H (-3.38636, 0.40984, -3.82504)  0.22
H (2.98946, -1.82674, 1.40470)  0.04
H (-1.04695, 7.28706, -3.01494)  0.53
O (1.99801, 2.38450, -5.39811)  -0.67
O (2.30679, -3.64761, -4.20562)  -0.31
H (2.85923, 1.13260, -1.71778)  -0.02
H (-4.68222, -5.02768, -0.79500)  0.34
C (3.69266, 2.90641, 2.27319)  0.34
C (1.01873, -0.60424, -1.64910)  0.50
H (-3.86925, 4.15197, 1.50413)  0.02
H (1.82473, -6.99830, 6.35115)  0.33
H (-2.78486, 3.70938, 0.20104)  0.28
C (0.41417, 0.22852, 4.08570)  -0.68
O (4.58267, 3.72139, 2.11103)  -0.71
H (0.44110, 1.49018, -1.99010)  -0.63
H (0.33119, -0.27219, -5.39632)  0.14
H (4.11410, -2.70620, -3.73537)  0.45
N (0.36513, 1.89761, -6.86086)  -0.44
N (1.15851, 0.29836, -5.34065)  -0.12
H (2.91765, -2.76087, -2.45487)  0.28
N (3.77307, 1.46741, -1.96095)  -0.08
N (2.67270, 2.90993, 3.18277)  -0.14
H (3.00483, -3.14556, 2.48327)  0.32
H (-1.94621, -1.28291, 1.89354)  -0.06
H (1.79108, 6.17859, -4.38426)  0.38
H (-0.81853, -3.10288, -0.38396)  0.37
C (2.45138, -0.87742, 4.12787)  -0.81
H (-3.70559, 3.87880, 5.43550)  0.31
C (-1.18046, -5.20793, 6.35713)  -0.61
C (-3.00275, -7.74479, -0.13166)  -1.29
C (4.86360, 0.70571, -1.70745)  0.55
H (-3.84539, 2.56510, -1.53067)  0.15
H (3.71623, -3.86548, -5.78139)  0.28
H (1.04129, 4.85175, -5.20456)  0.14
H (-3.85262, -5.88664, -1.74142)  0.31
O (0.01655, 6.55684, -5.50706)  -0.37
C (-2.15054, -0.50075, 1.16880)  -0.31
H (0.13516, 4.13830, -1.82875)  0.02
H (1.33724, 0.45570, 0.47985)  0.07
C (-1.59828, -3.23578, -1.13624)  -0.38
H (-1.29778, 6.13565, -1.77264)  0.22
H (-3.94970, -8.27400, -0.10970)  0.38
H (4.24075, 1.72049, 0.73619)  0.11
H (0.81229, 2.04864, 0.29791)  -0.23
C (3.03688, -2.65030, -3.53118)  -0.45
H (1.28258, 8.31950, -5.74192)  0.28
H (1.31738, -1.16099, -0.75883)  0.02
H (1.90810, -1.72601, 4.55217)  0.21
H (0.00824, -4.09000, -5.73015)  0.21
H (-3.19351, 5.85183, 4.56995)  0.27
C (3.71971, -1.27447, 3.36668)  1.02
N (-4.41192, -6.00988, -0.88852)  -0.87
H (1.28559, 6.12610, 0.97577)  0.14
N (6.04781, 1.34792, -1.95351)  -0.44
H (-2.13476, -3.18908, 3.91994)  0.23
N (0.77970, 5.43909, 0.45176)  -0.29
H (1.17458, -4.25613, 7.31378)  0.29
N (1.33661, 1.28214, -0.11356)  0.12

Atomic forces in eV per Å
H -0.139 0.668 -0.784
H 0.373 -0.328 -0.441
C -0.932 0.531 0.429
H 0.511 0.120 -0.148
C 0.618 1.077 0.946
H 0.063 -0.144 -0.230
H -0.186 -0.102 -0.567
H -0.014 0.156 -0.083
H 0.107 -0.199 0.081
H 1.082 -0.611 -0.458
H -0.472 0.378 0.299
H 0.536 -0.287 -0.363
H 0.568 -0.489 0.365
H 0.376 -0.182 -0.282
N 0.588 0.771 -0.578
O 0.577 -0.318 0.340
C -0.686 0.110 0.595
O -0.558 -0.473 0.053
H -0.522 -0.270 0.359
N -0.478 -1.680 -0.059
H 0.190 0.020 -0.019
H -0.096 -0.288 -0.156
C -0.357 -0.982 0.003
C 0.001 -0.207 0.048
H 0.266 -0.591 0.584
C -0.202 1.955 -0.771
H -1.021 -0.116 -0.065
H -0.044 -0.100 0.130
N 0.067 -0.108 0.635
H -0.032 -0.601 -0.100
H -0.079 -0.134 -0.010
H -0.374 0.474 -0.120
H 0.418 -0.557 0.327
H 0.152 0.078 -0.008
N -0.149 -1.030 0.544
N -0.416 0.262 -0.306
H 0.366 0.053 -0.028
H 0.445 -0.261 0.644
H -0.251 0.174 0.451
N 1.136 0.530 -0.337
H -0.405 -0.076 0.207
O 0.757 0.392 -0.117
C -1.048 0.029 0.979
H 0.264 0.616 0.134
C 0.087 0.545 0.927
N 0.397 0.242 0.602
H 0.405 0.347 0.051
O 0.288 -0.454 0.384
H -0.338 -0.027 -0.233
O -0.522 -0.966 -1.234
H 0.576 0.373 -0.054
N -0.645 -0.001 -0.219
O -0.020 0.407 -0.119
C -0.712 0.810 0.014
N 0.489 0.234 -0.375
H -0.025 0.067 -0.038
C -1.042 1.112 0.178
C 0.313 0.152 0.243
C -0.935 -1.140 1.290
H -0.099 0.050 0.148
C -0.862 0.221 -1.060
C -0.158 0.982 -0.201
H -0.161 0.046 -0.427
H 0.053 0.137 -0.016
N 0.584 0.398 0.597
H 0.010 0.124 0.047
H 0.468 0.172 -0.128
H 0.130 -0.428 0.082
C -0.746 -0.467 -1.076
O 0.245 -0.108 -0.437
C -1.277 -0.831 -0.319
H 0.080 -0.111 -0.107
H 0.574 0.431 0.296
H -0.065 0.337 -0.107
H 0.426 0.290 -0.238
H -0.099 0.050 0.130
H -0.565 0.231 0.073
H -0.003 -0.236 -0.048
H 0.093 -0.399 0.109
O 0.468 0.425 -0.655
H 0.127 -0.051 -0.023
H 0.445 -0.589 0.357
H 0.348 0.094 0.068
H 0.096 -0.299 -0.081
H 0.091 -0.291 0.121
H 0.304 -0.436 -0.264
C -0.620 0.043 0.478
H 0.623 -0.150 0.030
H -0.414 0.068 0.051
H 0.043 -0.427 0.104
H -0.332 -0.509 0.158
C -1.459 -0.054 -1.572
C 0.618 -0.369 1.009
C -0.242 0.778 0.313
H -0.651 0.964 0.347
C 1.074 0.481 -0.581
H 0.249 -0.182 0.176
H 0.126 -0.216 -0.372
H -0.061 -0.023 -0.237
H 0.339 -0.501 0.159
H 0.095 -0.103 0.035
N -0.058 -1.042 -0.162
H -0.323 0.451 -0.167
H -0.346 -0.095 0.124
H -0.316 -0.108 -0.339
O 0.889 0.074 0.306
C -0.581 -0.887 -0.168
C -0.494 0.232 -0.582
H 0.629 -0.165 0.183
H -0.171 0.071 -0.117
H 0.494 0.205 -0.264
H -0.140 -0.333 -0.383
O -0.406 -0.490 -0.356
O 0.438 0.020 -0.979
H 0.114 -0.131 0.474
H -0.268 -0.194 0.343
C 0.160 -2.159 -0.280
C 0.064 0.208 -0.247
H 0.501 0.261 0.063
H -0.077 -0.084 -0.091
H -0.001 0.126 0.354
C -1.057 0.092 -0.451
O -0.741 0.597 0.185
H -0.214 -0.263 -0.221
H -0.014 -0.057 0.379
H -0.026 -0.330 -0.004
N -0.122 0.383 -0.238
N 0.361 -0.095 -0.344
H -0.248 0.094 -0.096
N -0.622 0.166 -0.377
N -0.595 0.844 0.730
H 0.273 -0.117 0.351
H -0.376 -0.152 -0.044
H -0.214 0.400 0.259
H 0.421 0.079 -0.287
C -0.344 1.355 -1.182
H 0.112 -0.076 0.200
C -0.462 0.036 -0.453
C 0.013 1.278 1.616
C 0.116 -0.285 0.057
H -0.184 -0.176 -0.263
H 0.322 0.358 0.596
H 0.000 -0.121 0.244
H -0.526 -0.529 -0.338
O 1.354 1.102 0.240
C 1.189 1.614 0.261
H 0.001 -0.525 -0.160
H 0.114 0.671 0.910
C -0.050 0.174 0.661
H -0.054 -0.538 -0.270
H 0.034 -0.136 -0.202
H 0.104 -0.030 0.037
H 0.175 -0.102 0.464
C 0.739 0.313 0.439
H 0.346 -0.865 -0.214
H 0.580 0.032 -0.171
H 0.054 -0.086 0.037
H 0.002 0.124 0.017
H 0.350 0.325 -0.335
C -0.911 -0.467 1.121
N 0.922 1.106 -0.527
H 0.130 0.001 0.021
N -0.135 -0.279 -0.040
H -0.170 0.146 0.518
N 0.178 -0.345 0.166
H 0.221 -0.215 -0.003
N -0.367 -0.971 -1.481

---

Entry 3:
Here is 4 unconnected molecules or ions with the total composition C4H8N2O2 from the OMol25 dataset. Energies are from the ωB97M-V functional and the def2-TZVPD basis.

Summary:
LUMO energy	0.0114	hartree
Kohn-Sham gap	9.302	eV
relative energy (zero: lowest compared OMol25 entry of this formula, charge and spin)	1082.90	kJ/mol

Each line ends with the Mulliken charge.
CARTESIAN COORDINATES (ANGSTROEM)
C (1.54721, 1.13928, 1.57529)  -0.43
H (-1.03660, -2.66964, 1.13336)  0.39
H (1.14026, 1.93876, 2.32846)  0.28
C (-1.90583, -0.38172, -1.65928)  -0.60
H (2.07511, 2.64439, 0.16236)  0.22
H (-2.94773, 0.82049, -1.58973)  0.21
N (-0.08278, -1.05028, 0.76117)  -0.28
C (-0.07793, -0.00954, -0.04472)  0.42
C (1.85878, 1.57133, 0.17098)  -0.30
H (2.26871, 0.88268, -0.51843)  0.29
N (0.46464, 1.23469, 0.50102)  -0.27
H (-1.70581, -1.13072, -3.02563)  0.22
O (-0.68568, -2.18850, 0.19748)  -0.43
O (-0.62541, 0.12043, -1.32367)  -0.25
H (-2.28630, -1.18297, -0.47743)  0.29
H (1.77472, 0.03455, 1.90765)  0.25

Atomic forces in eV per Å
C -2.306 -1.433 0.462
H 1.500 1.684 -3.996
H 1.806 -1.722 -1.140
C -2.253 -0.938 1.708
H -0.094 -0.445 -0.947
H 3.024 -3.482 -0.716
N 0.174 2.215 -1.792
C -0.342 -0.292 1.304
C -0.994 1.011 1.753
H 1.038 -0.317 -0.411
N -0.173 -1.483 -0.600
H -1.014 2.369 4.271
O -1.441 -2.039 4.132
O 0.668 -0.009 0.932
H 0.821 2.270 -4.487
H -0.413 2.610 -0.473

---

Entry 4:
Here is 2 unconnected molecules or ions with the total composition C2H8NS from the OMol25 dataset. Energies are from the ωB97M-V functional and the def2-TZVPD basis.

Summary:
LUMO energy	0.1602	hartree
total charge	-1
Kohn-Sham gap	6.626	eV
relative energy (zero: lowest compared OMol25 entry of this formula, charge and spin)	50.06	kJ/mol

Each line ends with the Mulliken charge.
CARTESIAN COORDINATES (ANGSTROEM)
H (-1.69080, -2.82500, -0.48559)  0.23
H (-1.48449, -1.14908, -0.35306)  0.24
H (0.08388, 1.79372, 1.48792)  0.28
H (-1.79371, -1.91949, -1.79302)  0.18
S (0.73665, -0.80853, 1.56204)  -0.74
N (-1.94497, -1.91390, -0.80149)  -0.69
H (1.04477, -0.01324, -0.74687)  0.21
C (1.26727, 0.39414, 0.24924)  -0.56
H (2.36147, 0.38425, 0.29042)  0.24
H (-0.26525, 1.66277, -0.18958)  0.20
C (0.56660, 1.74241, 0.52472)  -0.91
H (1.11859, 2.65192, 0.25527)  0.32

Atomic forces in eV per Å
H 0.550 -0.086 0.728
H 0.763 -0.047 0.546
H 0.417 0.002 0.464
H 0.158 0.335 -0.311
S -0.029 -0.082 -0.437
N -1.430 -0.221 -0.911
H -0.273 0.289 0.120
C 0.399 -0.722 1.250
H -0.041 0.582 0.093
H -0.220 0.604 0.149
C -0.422 -0.549 -1.891
H 0.128 -0.103 0.201